Entry 1:
Below is a cluster of 2 separate species, C8H19N3O5PS in total in a non-equilibrium geometry, with properties calculated with ωB97M-V/def2-TZVPD.

Atoms and positions in Å:
C -0.64710 -3.47449 2.67335
N 0.01904 -2.40795 1.88142
C -0.61410 -1.12020 2.31291
C -0.15350 -2.65482 0.50476
O -0.65284 -3.67182 0.14315
C 0.33009 -1.69130 -0.58644
C 1.20459 -0.50968 -0.09174
C 2.64896 -0.60085 -0.71222
C 3.24144 0.71992 -0.11484
C 2.08171 1.69523 -0.58017
N 0.79958 0.89568 -0.40284
P -0.14155 1.29705 -1.90986
N -0.58906 2.76663 -1.88974
H -1.73733 -3.43573 2.54727
H -0.44938 -3.20784 3.72605
H -0.20972 -4.45884 2.49747
H 0.14926 -0.54899 2.87043
H -1.51452 -1.25928 2.91603
H -0.85301 -0.50528 1.43168
H 0.96781 -2.28832 -1.25368
H -0.54670 -1.40885 -1.18232
H 1.44876 -0.58049 0.97730
H 3.14861 -1.51197 -0.37603
H 2.55365 -0.41295 -1.79140
H 3.15433 0.78814 0.97899
H 4.15106 1.10622 -0.58130
H 2.10185 2.69326 -0.13620
H 2.29796 1.81167 -1.65198
H 0.38072 1.35911 0.41082
H 0.63693 1.01048 -3.07751
H -1.30935 0.48740 -1.90405
H -0.25842 3.24630 -1.05536
O -3.96141 4.58636 -1.62726
S -4.33723 3.18199 -1.31830
O -4.17897 2.33744 -2.54221
O -5.74092 3.11835 -0.84247
O -3.42122 2.64841 -0.24373

Forces on the atoms, in the same order (eV/Å):
0.72 0.43 0.96
-1.61 0.32 -0.18
1.49 0.81 -0.52
0.15 0.53 0.41
-0.42 -1.52 -0.85
0.31 0.75 0.65
1.89 -1.46 -0.48
-0.53 1.85 1.30
-2.22 0.77 -0.63
2.35 -0.77 -0.80
1.06 0.24 0.21
-3.49 2.46 -1.01
1.78 -0.33 0.54
0.29 -0.37 -0.27
-0.04 -0.20 -0.32
-0.29 0.21 -0.23
-0.54 -0.13 0.17
0.19 -0.05 -0.25
-0.35 -0.22 0.37
-0.35 0.00 0.22
0.15 0.05 0.29
-0.79 0.07 -0.19
-0.10 0.09 -0.51
0.39 -0.81 0.10
1.00 -0.55 -0.20
0.10 -0.34 0.56
-0.52 -0.39 0.16
-0.62 0.28 0.21
-0.96 -0.34 -0.43
0.27 -0.96 0.76
0.66 -0.53 0.09
-0.86 0.71 -0.30
0.12 -0.08 0.09
-0.07 0.11 -0.21
0.25 -0.24 0.01
0.14 -0.08 0.08
0.42 -0.30 0.22

Computed properties:
Energy relative to the best compared isomer or geometry (same formula, charge and spin) (kJ/mol): 0.0
F_max (hartree/bohr): 0.0853
Total charge: -1
Frontier orbital gap (eV): 2.74
2S+1: 1
LUMO level (eV): 1.165

Charge distribution, natural (NBO) scheme, values in e: atom 1 (C): -0.41, atom 2 (N): -0.48, atom 3 (C): -0.42, atom 4 (C): 0.70, atom 5 (O): -0.56, atom 6 (C): -0.54, atom 7 (C): -0.05, atom 8 (C): -0.41, atom 9 (C): -0.41, atom 10 (C): -0.24, atom 11 (N): -0.66, atom 12 (P): 1.40, atom 13 (N): -1.14, atom 14 (H): 0.20, atom 15 (H): 0.19, atom 16 (H): 0.22, atom 17 (H): 0.19, atom 18 (H): 0.23, atom 19 (H): 0.20, atom 20 (H): 0.25, atom 21 (H): 0.28, atom 22 (H): 0.24, atom 23 (H): 0.24, atom 24 (H): 0.21, atom 25 (H): 0.21, atom 26 (H): 0.24, atom 27 (H): 0.25, atom 28 (H): 0.22, atom 29 (H): 0.47, atom 30 (H): -0.05, atom 31 (H): 0.02, atom 32 (H): 0.38, atom 33 (O): -1.11, atom 34 (S): 2.56, atom 35 (O): -1.14, atom 36 (O): -1.10, atom 37 (O): -1.17



Entry 2:
Below is a structure of composition C40H82BrCdFO22 in a non-equilibrium geometry, with properties calculated with ωB97M-V/def2-TZVPD.

Atoms and positions in Å:
Cd -1.24868 -0.52203 -0.35072
Br 1.10275 -1.41809 -0.07984
F -2.28630 -2.34885 -0.63163
C 4.57847 0.91300 6.85468
O 4.97098 0.83976 5.51502
C 4.29966 -0.12419 4.78087
C 2.78426 0.12304 4.55344
O 2.54263 1.27500 3.77215
C 1.17951 1.33967 3.31974
H 3.57866 1.26560 7.04462
H 5.31191 1.64188 7.27000
H 4.72736 -0.06829 7.36157
H 4.46073 -1.13494 5.23929
H 4.79412 -0.13213 3.81304
H 2.21565 0.14689 5.50279
H 2.47102 -0.75712 3.99052
H 0.99749 0.58950 2.55036
H 1.01509 2.37330 2.94022
H 0.42732 1.15362 4.06290
C 2.74949 5.81519 0.82806
O 2.66019 4.43531 0.74210
C 3.83571 3.74186 1.16549
C 3.78106 2.33308 0.52872
O 3.96905 2.46727 -0.84792
C 3.79961 1.32586 -1.67346
H 1.80753 6.17170 0.49507
H 3.60817 6.21051 0.26853
H 2.96017 6.06128 1.86455
H 3.76790 3.67067 2.24419
H 4.79322 4.28243 0.90248
H 2.72579 1.93107 0.62718
H 4.47314 1.62300 1.01722
H 4.09098 1.59837 -2.70256
H 2.77923 0.94272 -1.78433
H 4.44525 0.44540 -1.41147
C 1.25926 3.53106 -2.50017
O 0.17305 3.90294 -3.36848
C -0.55759 2.79870 -3.88294
C -1.67467 3.34682 -4.72531
O -2.40619 4.22557 -3.94442
C -3.38427 4.93129 -4.62026
H 1.75018 2.64933 -2.79575
H 0.87449 3.31435 -1.50199
H 1.95262 4.39561 -2.36538
H -0.96176 2.22007 -3.01716
H 0.18914 2.15814 -4.41192
H -2.22916 2.48407 -5.01199
H -1.30234 3.95945 -5.50481
H -4.00416 4.23108 -5.17857
H -2.98449 5.70956 -5.19243
H -4.02093 5.45228 -3.89512
C -2.85573 -4.14202 -2.83256
O -2.04615 -3.06420 -3.17115
H -3.81335 -4.10101 -3.37428
H -2.45825 -5.19099 -2.85404
H -3.01173 -4.02752 -1.74932
H -2.03726 -2.62163 -2.27941
C 1.00092 -4.73330 -1.95612
O 1.38936 -3.53397 -2.63447
H 0.86903 -5.42144 -2.82000
H 1.85414 -5.11023 -1.40250
H 0.09285 -4.73394 -1.31998
H 1.35845 -2.77553 -2.04121
C -4.55248 -4.49731 0.98696
O -4.28107 -3.08952 1.01830
H -3.92653 -5.07519 0.27783
H -4.42805 -4.86847 2.00631
H -5.55870 -4.66145 0.66696
H -3.58904 -2.82413 0.38419
C 3.97674 -2.00637 -3.96348
O 3.89320 -3.25009 -3.27354
H 4.10657 -1.13660 -3.29260
H 4.74000 -1.98635 -4.73939
H 3.07821 -1.73732 -4.50328
H 2.96753 -3.37923 -3.01582
O 3.69363 -5.61153 1.91284
C 4.31322 -4.71746 1.35590
O 5.54518 -4.24303 1.75813
C 6.03144 -3.22741 0.78371
C 4.67973 -2.67457 0.09879
C 3.88100 -3.96404 0.13221
H 6.62086 -3.73576 -0.00173
H 6.54658 -2.49238 1.35151
H 4.86108 -2.28478 -0.85528
H 4.22413 -1.91678 0.72284
H 4.04537 -4.62376 -0.70480
H 2.80514 -3.75047 0.25945
O -4.93991 2.98906 -0.77278
C -4.87046 1.92790 -1.31926
O -4.95444 1.81474 -2.66951
C -4.63252 0.46945 -3.02361
C -4.98974 -0.38869 -1.81101
C -4.60114 0.55447 -0.68674
H -3.57341 0.44660 -3.33686
H -5.23166 0.18574 -3.93253
H -4.45177 -1.32982 -1.93391
H -6.07441 -0.60723 -1.77407
H -3.57544 0.51093 -0.48823
H -5.11682 0.36052 0.23492
O -1.20316 1.77816 -0.79367
C -1.31619 2.78376 -0.12152
O -1.09821 2.77738 1.15996
C -1.08282 4.17363 1.61726
C -2.17873 4.82418 0.80627
C -1.82719 4.19489 -0.56306
H -0.07362 4.57174 1.34734
H -1.23315 4.17983 2.69101
H -2.11817 5.93112 0.76004
H -3.19605 4.51570 1.09096
H -0.98025 4.74149 -0.96949
H -2.63641 4.02426 -1.33250
O -1.32838 -1.02105 5.70335
C -0.92505 -1.90861 4.96976
O -1.23412 -1.97176 3.68436
C -0.60621 -3.08571 3.05812
C 0.61462 -3.35571 4.01426
C 0.19853 -2.81417 5.32634
H -0.37044 -2.79424 2.07054
H -1.34287 -3.89233 2.97454
H 1.49971 -2.83514 3.61732
H 0.98900 -4.41196 4.08098
H 0.88967 -2.26351 5.92471
H -0.20238 -3.63175 5.93195
O -1.63899 -0.26998 -2.48533
C -1.13255 -0.48678 -3.59847
O -1.87450 -0.12500 -4.62471
C -1.34007 -0.62965 -5.89230
C 0.14471 -0.86975 -5.54554
C 0.11636 -1.10699 -4.07016
H -1.58358 0.05000 -6.70368
H -1.84113 -1.58046 -6.09206
H 0.77769 -0.05395 -5.78890
H 0.50865 -1.67385 -6.13369
H 1.05471 -0.84522 -3.56318
H 0.04000 -2.14798 -3.81732
O -2.33227 0.09445 1.53501
C -3.04014 0.25053 2.46255
O -2.64141 1.01134 3.46888
C -3.53688 0.97914 4.61715
C -4.39348 -0.21173 4.37220
C -4.37624 -0.45795 2.85842
H -4.07026 1.93072 4.63795
H -2.91275 0.87581 5.45312
H -5.43322 -0.12309 4.70542
H -3.96831 -1.01592 4.92180
H -5.15992 0.14268 2.38649
H -4.45119 -1.49219 2.57399

Forces on the atoms, in the same order (eV/Å):
0.43 0.09 0.51
0.43 0.09 0.12
-0.26 -0.01 0.10
1.85 0.10 0.85
-0.15 0.45 -0.02
-0.72 -0.42 -0.33
0.67 -0.38 0.03
-0.51 -0.01 0.36
0.70 0.78 -0.62
-0.55 0.17 -0.21
-0.72 -0.52 0.16
-0.15 0.44 -0.19
-0.39 0.51 -0.21
-0.07 -0.07 -0.23
0.16 0.08 -0.25
-0.32 -0.29 -0.05
0.11 0.06 -0.40
0.20 -0.84 0.03
-0.16 -0.08 0.98
1.31 -0.32 0.69
0.42 -1.17 -0.71
-0.03 -0.42 -0.61
-1.74 -0.11 0.44
0.70 -0.12 -1.27
0.75 -0.55 -0.41
-0.67 0.83 -0.29
-0.31 0.06 -0.36
-0.29 0.59 0.44
0.31 -0.27 0.44
-0.99 -0.44 -0.04
0.95 0.31 0.59
-0.04 0.29 -0.22
0.08 0.23 0.49
-0.23 0.20 0.65
-0.37 0.76 0.24
-1.21 1.86 0.72
0.96 0.10 0.26
1.07 0.04 1.39
0.85 0.12 0.98
-0.22 -0.11 1.88
-1.38 -0.71 1.09
0.86 -1.01 -0.86
-0.06 -0.04 0.17
-0.49 -0.75 -0.49
0.05 0.23 -0.69
-0.79 0.09 -0.20
-0.92 -0.59 -0.87
0.69 -0.01 -1.55
-0.24 0.21 -0.41
0.83 1.05 -1.54
0.06 -0.41 0.12
-1.07 -1.39 1.28
0.67 0.46 0.43
0.20 -0.19 0.15
0.33 0.90 -0.85
-0.76 -0.25 -0.29
0.42 0.13 -0.78
0.25 -0.95 -1.27
-0.75 0.09 0.22
-0.27 0.10 0.83
-0.03 -0.10 0.39
0.46 0.61 -0.51
-0.22 0.14 0.62
0.94 0.57 -0.12
-0.20 -0.40 -0.01
0.05 0.45 0.47
0.02 -0.27 -0.14
-0.87 -0.07 -0.09
0.15 -0.25 -0.11
-0.27 0.31 0.42
0.98 0.88 -0.69
0.40 -0.38 0.06
0.39 -0.33 0.32
-0.71 -0.35 -0.24
-0.25 -0.18 -0.03
1.44 1.57 -0.64
-0.08 -0.76 0.83
-0.43 0.11 -0.80
-2.51 -0.75 -0.76
1.68 -1.74 2.13
-1.34 0.71 0.51
0.03 0.28 0.64
0.67 0.43 0.29
0.23 0.44 -1.47
-0.11 0.15 0.19
0.03 -0.03 -0.56
0.37 -0.34 -0.37
-0.07 0.28 0.32
0.18 -0.19 -0.09
-0.07 0.17 0.82
-0.61 -0.67 -1.82
0.03 -0.11 -0.82
-1.41 -0.05 -1.10
-0.70 -0.16 0.59
0.41 0.39 0.84
0.06 -0.01 0.64
0.50 0.17 -0.12
1.59 0.05 0.28
-0.33 0.29 0.32
-0.14 -0.12 -0.15
-1.02 1.19 -0.79
0.61 0.48 1.21
0.37 0.04 0.14
-0.21 0.23 -1.19
-0.48 -1.40 -0.25
-0.71 -0.18 0.37
0.08 -0.18 0.06
-0.01 -0.69 0.21
0.41 0.09 0.21
0.03 -0.05 -0.52
0.93 0.57 0.87
-0.46 -0.92 -0.73
0.52 2.63 1.43
-1.03 0.23 -0.12
0.40 -0.99 1.36
1.57 -1.37 -1.93
-1.34 -1.12 0.37
0.63 0.32 -0.97
0.21 -0.09 0.30
-0.37 0.15 0.00
-0.79 0.77 -0.29
0.63 0.27 0.21
-0.01 0.13 0.25
1.41 -0.42 -1.83
-1.56 0.92 1.40
-0.41 0.08 -1.35
0.44 -0.40 0.91
-1.05 0.20 -0.79
1.25 -0.52 0.82
0.18 0.32 0.25
-0.01 0.07 0.12
0.34 1.13 -0.22
0.38 -1.03 -0.27
-0.51 0.55 0.13
-0.34 -0.79 -0.01
1.37 -0.23 -2.72
-1.99 -1.26 3.34
0.17 0.75 0.19
-0.30 0.91 -1.60
-1.50 -0.52 -0.30
0.97 1.66 0.26
-0.01 0.00 -0.01
0.76 -0.09 1.17
0.26 0.27 0.16
0.38 -0.98 0.20
-0.12 -0.25 -0.05
0.20 -0.26 -0.45

Computed properties:
Energy relative to the best compared isomer or geometry (same formula, charge and spin) (kJ/mol): 0.0
F_max (hartree/bohr): 0.0796
Total charge: 0
Frontier orbital gap (eV): 10.05
2S+1: 1
LUMO level (eV): 0.545

Mulliken atomic charge list, values in e, 99 entries: atom 1 (Cd): 2.27, atom 2 (Br): -0.54, atom 3 (F): -0.71, atom 4 (C): -0.71, atom 5 (O): -0.38, atom 6 (C): -0.77, atom 7 (C): 0.37, atom 8 (O): -0.42, atom 9 (C): -0.41, atom 10 (H): 0.27, atom 11 (H): 0.26, atom 12 (H): 0.31, atom 13 (H): 0.41, atom 14 (H): 0.24, atom 15 (H): 0.25, atom 16 (H): -0.14, atom 17 (H): 0.08, atom 18 (H): -0.03, atom 19 (H): 0.54, atom 20 (C): -1.02, atom 21 (O): 0.03, atom 22 (C): -0.97, atom 23 (C): 0.18, atom 24 (O): -0.44, atom 25 (C): -0.60, atom 26 (H): 0.24, atom 27 (H): 0.35, atom 28 (H): 0.36, atom 29 (H): 0.46, atom 30 (H): 0.38, atom 31 (H): -0.16, atom 32 (H): 0.42, atom 33 (H): 0.42, atom 34 (H): 0.04, atom 35 (H): 0.26, atom 36 (C): -0.16, atom 37 (O): -0.51, atom 38 (C): 1.15, atom 39 (C): -1.20, atom 40 (O): -0.09, atom 41 (C): -1.02, atom 42 (H): 0.25, atom 43 (H): -0.19, atom 44 (H): 0.28, atom 45 (H): -1.00, atom 46 (H): 0.51, atom 47 (H): 0.36, atom 48 (H): 0.51, atom 49 (H): 0.36, atom 50 (H): 0.36, atom 51 (H): 0.25, atom 52 (C): -0.57, atom 53 (O): -0.33, atom 54 (H): 0.29, atom 55 (H): 0.26, atom 56 (H): -0.10, atom 57 (H): 0.04, atom 58 (C): -0.54, atom 59 (O): -0.49, atom 60 (H): 0.28, atom 61 (H): 0.28, atom 62 (H): 0.12, atom 63 (H): -0.07, atom 64 (C): -0.79, atom 65 (O): -0.43, atom 66 (H): 0.25, atom 67 (H): 0.27, atom 68 (H): 0.32, atom 69 (H): 0.00, atom 70 (C): -0.10, atom 71 (O): -0.58, atom 72 (H): -0.04, atom 73 (H): 0.37, atom 74 (H): -0.09, atom 75 (H): 0.62, atom 76 (O): -0.65, atom 77 (C): 0.36, atom 78 (O): -0.41, atom 79 (C): -0.57, atom 80 (C): -0.03, atom 81 (C): 0.38, atom 82 (H): 0.28, atom 83 (H): 0.40, atom 84 (H): 0.14, atom 85 (H): 0.05, atom 86 (H): 0.15, atom 87 (H): -0.19, atom 88 (O): -0.65, atom 89 (C): 0.38, atom 90 (O): -0.41, atom 91 (C): 0.57, atom 92 (C): -0.46, atom 93 (C): 0.73, atom 94 (H): -0.65, atom 95 (H): 0.38, atom 96 (H): 0.03, atom 97 (H): 0.38, atom 98 (H): -0.83, atom 99 (H): 0.30



no.,HOMO (hartree),energy (eV)
1,-0.058,-43430.52400
2,-0.349,-165177.35088